A:
A cluster of 2 separate species, C4H9NO in total, computed with ωB97M-V/def2-TZVPD.

CARTESIAN COORDINATES (ANGSTROEM)
C  -0.02  1.80  -1.69
C  0.26  0.57  -0.82
C  0.49  0.51  0.42
N  0.60  -0.71  1.22
C  1.43  -1.53  0.74
H  -1.05  2.14  -1.71
H  0.37  2.72  -1.15
H  0.29  1.57  -2.70
H  0.21  -0.45  -1.36
H  0.25  1.20  1.22
H  1.39  -1.82  -0.33
H  2.03  -2.09  1.43
H  -1.32  -1.03  1.64
H  -2.82  -1.35  1.22
O  -2.10  -1.53  1.86

* charge: -1
* multiplicity: 2
* <S²>: 0.754
* LUMO (spin up / spin down): 4.11 / 4.03 eV

natural (NBO) charges in e:
1. C -0.64
2. C -0.34
3. C -0.07
4. N -0.69
5. C -0.36
6. H 0.18
7. H 0.20
8. H 0.20
9. H 0.18
10. H 0.17
11. H 0.09
12. H 0.12
13. H 0.50
14. H 0.45
15. O -0.99

=====

B:
A cluster of 2 separate species, C4H9NO in total, computed with ωB97M-V/def2-TZVPD.

CARTESIAN COORDINATES (ANGSTROEM)
N  -0.45  -1.49  0.94
C  0.40  -0.49  0.41
C  0.81  -0.53  -0.86
C  0.29  1.54  1.75
C  0.97  0.44  1.43
H  -1.16  -1.77  0.30
H  -0.73  -1.37  1.90
H  1.55  0.16  -1.22
H  0.39  -1.32  -1.46
H  0.63  2.21  2.53
H  -0.72  1.80  1.47
H  2.00  0.28  1.73
H  -1.30  -0.18  -3.48
H  -0.89  1.18  -2.74
O  -1.43  0.38  -2.69

* charge: -1
* multiplicity: 2
* <S²>: 0.750
* LUMO (spin up / spin down): 3.85 / 3.70 eV

natural (NBO) charges in e:
1. N -0.85
2. C 0.09
3. C -0.63
4. C -0.42
5. C -0.23
6. H 0.38
7. H 0.36
8. H 0.19
9. H 0.20
10. H 0.17
11. H 0.20
12. H 0.20
13. H 0.33
14. H 0.37
15. O -1.37

=====

What is the most stable structure shown above? It is B.